(1)
H16O8 | ωB97M-V/def2-TZVPD

XYZ file:
```
24
Properties=species:S:1:pos:R:3:nbo_charge:R:1
H -1.18945 -0.09898 -1.09604 0.47
H -0.00499 -0.77261 -0.20693 0.49
H -3.77659 -2.48924 2.35926 0.47
H -2.67500 -1.91696 1.46882 0.47
H 1.54505 3.10879 2.34824 0.47
H 0.61218 2.10482 1.85480 0.45
H 1.94128 -1.80896 1.07843 0.47
H 2.55642 -2.14628 -0.28044 0.49
H -5.60707 -0.22116 -1.82748 0.46
H -5.57603 -0.76430 -0.39466 0.48
H -0.57861 3.48510 -0.31274 0.48
H 0.03524 4.43081 -1.44277 0.47
H 2.13793 -0.58988 -1.65868 0.49
H 1.30980 -1.67325 -2.00185 0.47
H 4.75324 -0.02819 0.09379 0.46
H 4.33968 -1.39159 -0.01382 0.48
O -0.64379 -0.95898 -0.91285 -0.96
O -3.48835 -1.64027 1.86043 -0.94
O 1.52370 2.23474 1.89076 -0.92
O 2.70290 -1.64252 0.53645 -0.96
O -5.44223 0.08003 -0.96678 -0.94
O -0.31893 4.39669 -0.60487 -0.95
O 1.41078 -1.10843 -1.25511 -0.94
O 4.43283 -0.58939 -0.51596 -0.94
```

Its total energy is -611.37861 a.u. Its net charge is 0. The calculation puts the HOMO-LUMO gap at 9.987 eV. The energy above the lowest of the compared OMol25 structures with the same formula, charge and spin is 128.0 kcal/mol. The calculation puts the LUMO energy at 0.134 eV. Its largest force on an atom is 5.214 eV/Å.

=====

(2)
H16O8 | ωB97M-V/def2-TZVPD

XYZ file:
```
24
Properties=species:S:1:pos:R:3:nbo_charge:R:1
H 1.22691 -1.13824 -1.28561 0.47
H -0.22629 -1.59459 -1.81320 0.46
H 2.82909 3.15608 0.63538 0.45
H 1.57278 2.79090 -0.03278 0.46
H 0.07818 0.38012 -0.24898 0.47
H 0.21736 0.40001 1.20098 0.45
H -1.57873 -2.41692 2.61684 0.47
H -2.35418 -2.38906 3.88638 0.46
H -2.27540 3.37050 -0.68872 0.47
H -1.40673 2.57167 0.19784 0.45
H 1.23672 -4.21964 -1.82177 0.46
H 1.16979 -2.72276 -1.91276 0.44
H 4.26517 1.08632 0.34224 0.45
H 4.33489 -0.04265 -0.46160 0.45
H -5.07521 -0.04460 -0.39779 0.47
H -4.11751 -0.03831 -1.53049 0.46
O 0.22121 -1.10057 -1.13353 -0.92
O 1.88135 3.47253 0.53650 -0.91
O 0.40454 -0.14849 0.48898 -0.92
O -1.48472 -2.17758 3.50719 -0.93
O -1.76309 3.43465 0.12484 -0.92
O 0.90547 -3.48197 -1.28660 -0.92
O 4.80273 0.31314 0.22137 -0.90
O -4.86433 0.53946 -1.14473 -0.93
```

Its total energy is -611.36699 a.u. Its net charge is 0. The calculation puts the HOMO-LUMO gap at 10.583 eV. The energy above the lowest of the compared OMol25 structures with the same formula, charge and spin is 135.3 kcal/mol. The calculation puts the LUMO energy at -0.340 eV. Its largest force on an atom is 5.246 eV/Å.

=====

(3)
H16O8 | ωB97M-V/def2-TZVPD

XYZ file:
```
24
Properties=species:S:1:pos:R:3:nbo_charge:R:1
O -1.24098 17.06839 28.68879 -0.99
H -1.61104 17.43566 27.91981 0.48
H -0.68310 16.38282 28.29376 0.50
O 2.26446 16.11307 30.60660 -0.96
H 1.82842 16.95897 30.36827 0.50
H 3.19597 16.19924 30.36220 0.49
O 2.36340 14.25932 28.19150 -0.91
H 3.00106 14.95929 28.36014 0.46
H 2.21778 13.94098 29.06813 0.49
O 0.54099 14.15925 30.12652 -1.02
H -0.37619 14.41362 30.21845 0.50
H 1.10611 14.89518 30.30915 0.50
O -2.15261 14.89678 29.93461 -1.00
H -1.95212 15.74374 29.58055 0.51
H -3.03453 14.98609 30.32744 0.49
O 0.23814 11.75989 28.67653 -0.97
H 0.18477 12.61724 29.22217 0.49
H -0.47098 11.23501 29.03128 0.45
O -2.10368 12.18677 31.07779 -0.96
H -2.24812 11.55319 30.34375 0.46
H -2.08257 13.09712 30.72331 0.49
O 0.02305 15.11013 27.35197 -0.99
H 0.74640 14.78044 27.95605 0.51
H -0.63852 14.42219 27.38092 0.48
```

Its total energy is -611.51027 a.u. Its net charge is 0. The calculation puts the HOMO-LUMO gap at 10.691 eV. The energy above the lowest of the compared OMol25 structures with the same formula, charge and spin is 45.4 kcal/mol. The calculation puts the LUMO energy at -0.042 eV. Its largest force on an atom is 2.407 eV/Å.

=====

(4)
H16O8 | ωB97M-V/def2-TZVPD

XYZ file:
```
24
Properties=species:S:1:pos:R:3:nbo_charge:R:1
O 7.56942 4.43227 5.84022 -0.98
H 7.04905 3.95239 6.52438 0.51
H 7.54132 3.85700 5.07031 0.47
O 6.79357 6.86315 8.89535 -1.00
H 7.48510 6.96896 9.52016 0.48
H 7.15048 7.06441 7.96517 0.52
O 4.19782 4.60200 5.73996 -0.96
H 4.29512 4.09890 4.90841 0.49
H 3.92167 5.48124 5.51014 0.48
O 7.25969 7.05396 6.09058 -1.02
H 6.79900 7.63733 5.43871 0.49
H 7.39681 6.18455 5.69787 0.51
O 4.14318 4.75616 8.54381 -0.99
H 3.89795 4.52330 7.64710 0.51
H 3.59539 4.31454 9.19570 0.48
O 7.05066 4.04932 8.48116 -0.97
H 6.15264 3.96500 8.77819 0.48
H 6.98027 4.99674 8.44183 0.49
O 4.85246 7.79360 4.62205 -0.96
H 4.67368 7.21448 5.37188 0.49
H 4.95025 8.69070 5.02779 0.48
O 4.23210 7.55327 7.37072 -0.98
H 5.09795 7.68731 7.67751 0.49
H 3.81345 6.91919 7.98366 0.50
```

Its total energy is -611.52552 a.u. Its net charge is 0. The calculation puts the HOMO-LUMO gap at 11.255 eV. The energy above the lowest of the compared OMol25 structures with the same formula, charge and spin is 35.8 kcal/mol. The calculation puts the LUMO energy at 0.276 eV. Its largest force on an atom is 2.601 eV/Å.

=====

(5)
H16O8 | ωB97M-V/def2-TZVPD

XYZ file:
```
24
Properties=species:S:1:pos:R:3:nbo_charge:R:1
O 17.03354 11.07406 10.64887 -0.95
H 17.24738 11.83734 11.17536 0.48
H 16.13864 11.20275 10.34104 0.46
O 16.79883 14.42767 5.71389 -0.95
H 16.36842 14.01526 6.46366 0.48
H 16.06847 14.58787 5.13661 0.45
O 15.58809 13.74510 8.08202 -0.96
H 14.68991 13.98819 8.32844 0.49
H 15.60731 12.80179 8.10893 0.49
O 16.88055 17.26980 8.42249 -0.96
H 16.86026 17.12304 7.46159 0.47
H 17.48611 16.61208 8.69901 0.48
O 20.38591 13.78333 7.85829 -0.94
H 20.46736 12.91170 8.22673 0.44
H 19.67097 14.13666 8.39574 0.49
O 18.09761 14.77677 9.12808 -0.99
H 18.16389 14.43147 10.00243 0.49
H 17.21767 14.42881 8.90574 0.50
O 17.73791 11.80254 7.16872 -0.93
H 18.19284 10.98357 7.10382 0.46
H 18.30499 12.14543 7.80857 0.46
O 17.91605 13.81192 11.70943 -0.96
H 18.50984 13.54308 12.38523 0.49
H 17.49142 14.57195 12.07845 0.49
```

Its total energy is -611.49912 a.u. Its net charge is 0. The calculation puts the HOMO-LUMO gap at 10.398 eV. The energy above the lowest of the compared OMol25 structures with the same formula, charge and spin is 52.4 kcal/mol. The calculation puts the LUMO energy at -0.206 eV. Its largest force on an atom is 3.037 eV/Å.

=====

(6)
H16O8 | ωB97M-V/def2-TZVPD

XYZ file:
```
24
Properties=species:S:1:pos:R:3:nbo_charge:R:1
H 1.64238 0.02217 -0.89744 0.49
H 0.10001 0.05209 -1.34011 0.47
H -1.61934 -0.31305 0.41037 0.47
H -1.39790 1.05427 -0.16692 0.47
H -2.72988 -0.50691 1.96046 0.46
H -2.53642 1.08324 1.87289 0.49
H 0.60751 1.26178 0.20292 0.47
H 1.03850 2.01034 1.47498 0.47
H 1.83437 -2.85229 -0.65694 0.49
H 1.16795 -2.38912 0.76430 0.49
H -3.70959 -0.94465 -1.43278 0.47
H -5.00221 -0.25164 -1.01324 0.47
H 1.71725 2.52341 -0.30007 0.47
H 1.50605 2.01311 -1.63942 0.48
H 3.44309 -1.36972 0.12421 0.46
H 4.77509 -1.78286 0.76039 0.47
O 1.07390 0.11328 -1.66437 -0.94
O -2.14299 0.46150 -0.00652 -0.93
O -2.79194 0.28101 2.41403 -0.95
O 1.21043 1.26747 0.99547 -0.95
O 1.19478 -2.19499 -0.19059 -0.97
O -4.65037 -1.10987 -1.27216 -0.94
O 1.15218 2.64622 -1.07598 -0.96
O 4.11716 -1.07481 0.67650 -0.94
```

Its total energy is -611.43166 a.u. Its net charge is 0. The calculation puts the HOMO-LUMO gap at 10.843 eV. The energy above the lowest of the compared OMol25 structures with the same formula, charge and spin is 94.7 kcal/mol. The calculation puts the LUMO energy at -0.241 eV. Its largest force on an atom is 4.739 eV/Å.

=====

(7)
H16O8 | ωB97M-V/def2-TZVPD

XYZ file:
```
24
Properties=species:S:1:pos:R:3:nbo_charge:R:1
O -2.29703 -1.92397 -1.64023 -0.94
H -3.19302 -1.57561 -1.61242 0.47
H -2.05199 -2.04235 -0.71584 0.47
O 1.97684 1.08333 -2.52334 -0.96
H 1.41335 0.95071 -1.74782 0.48
H 1.36003 1.17616 -3.25441 0.47
O 1.72870 1.52659 2.09018 -0.96
H 1.04474 2.15775 2.34693 0.50
H 1.94950 1.06098 2.90876 0.49
O 4.29537 1.27915 1.42059 -0.95
H 3.35703 1.21167 1.68968 0.47
H 4.69061 1.88749 2.05167 0.46
O 0.44170 0.35424 -0.21255 -0.97
H -0.26703 0.08288 0.37731 0.48
H 1.12577 0.71258 0.37762 0.49
O -3.75088 0.66496 0.50225 -0.95
H -2.99109 0.20708 0.90500 0.48
H -4.05918 0.07439 -0.18838 0.45
O 0.39339 -1.47989 -2.94710 -0.96
H -0.53667 -1.46936 -2.68419 0.48
H 0.88039 -1.53590 -2.11925 0.47
O -1.89464 -1.16961 1.40738 -0.97
H -1.23034 -1.23434 2.10433 0.49
H -2.38555 -1.99896 1.46386 0.49
```

Its total energy is -611.48715 a.u. Its net charge is 0. The calculation puts the HOMO-LUMO gap at 9.259 eV. The energy above the lowest of the compared OMol25 structures with the same formula, charge and spin is 59.9 kcal/mol. The calculation puts the LUMO energy at -0.680 eV. Its largest force on an atom is 1.287 eV/Å.

=====

(8)
H16O8 | ωB97M-V/def2-TZVPD

XYZ file:
```
24
Properties=species:S:1:pos:R:3:nbo_charge:R:1
H 2.15332 0.22486 0.46902 0.46
H 0.82144 0.83336 0.87632 0.49
H -1.22330 1.10462 1.79266 0.45
H -0.88206 0.40645 3.09886 0.50
H -1.20863 0.74168 -1.69475 0.46
H -1.13402 1.18335 -3.14713 0.47
H -0.26959 4.55473 -0.54492 0.47
H -1.74761 4.22609 -0.67718 0.47
H 6.68248 -0.11062 0.21392 0.47
H 7.12238 -1.16020 -0.79350 0.47
H -1.16263 -2.09628 2.26809 0.47
H -1.57251 -0.95924 1.34658 0.47
H -2.09958 -3.61083 -1.77117 0.48
H -0.86107 -3.28575 -0.95236 0.49
H -1.77287 -0.52464 -0.64661 0.44
H -2.43596 -1.89146 -0.60010 0.49
O 1.24968 -0.01302 0.70532 -0.95
O -0.48701 0.92322 2.38761 -0.94
O -1.03276 1.51200 -2.24672 -0.92
O -0.99856 4.13080 -0.07815 -0.94
O 6.37389 -0.60125 -0.55618 -0.94
O -1.08782 -1.14150 2.15951 -0.94
O -1.79923 -3.48815 -0.86357 -0.94
O -2.62799 -0.95821 -0.74555 -0.96
```

Its total energy is -611.44862 a.u. Its net charge is 0. The calculation puts the HOMO-LUMO gap at 10.177 eV. The energy above the lowest of the compared OMol25 structures with the same formula, charge and spin is 84.1 kcal/mol. The calculation puts the LUMO energy at 0.223 eV. Its largest force on an atom is 2.905 eV/Å.